Entry 1:
This record from the Open Molecules 2025 dataset describes a structure of composition C30H45AlClO2P2 in a non-equilibrium geometry. The level of theory is ωB97M-V with the def2-TZVPD basis set.

Energy relative to the best compared isomer or geometry (same formula, charge and spin) (kcal/mol): 145.5
Highest occupied orbital energy (alpha / beta) (Eh): -0.3729 / -0.3729
LUMO level (alpha / beta) (eV): -5.321 / -5.392
Kohn-Sham gap (alpha / beta) (eV): 4.8271 / 4.7547

```
! wB97M-V def2-TZVPD RIJCOSX def2/J DEFGRID3
* xyz 1 1
Al -0.29546 1.89914 -3.21100
C -0.79606 -1.80996 0.53738
C 0.49817 -2.31223 0.19705
C 0.75628 -0.45295 1.53676
C -0.63178 -0.62542 1.29383
C 1.45519 -1.47775 0.83164
C -2.10400 -2.41714 0.20520
H -2.01600 -3.19069 -0.56638
H -2.78935 -1.63953 -0.15652
H -2.60015 -2.87266 1.07800
C -1.74581 0.25009 1.71646
H -2.45273 0.34471 0.87379
H -1.35062 1.23891 1.95591
H -2.31790 -0.11012 2.58638
C 1.38765 0.60900 2.34341
H 1.71449 0.21424 3.32104
H 0.67935 1.42791 2.52907
H 2.26965 1.01076 1.81891
C 2.91341 -1.70933 0.89148
H 3.14392 -2.31010 1.78248
H 3.47556 -0.77804 0.99172
H 3.29251 -2.25617 0.02788
C 0.78840 -3.52710 -0.59797
H 0.90091 -4.39978 0.05582
H 1.72090 -3.43692 -1.16258
H -0.00434 -3.76287 -1.31323
C -1.52630 2.41028 -4.66682
C -2.22647 1.01337 -4.80624
C -1.76422 0.02466 -5.88372
C -0.28261 -0.00210 -6.23365
C 0.63667 0.44376 -5.14814
C 1.32676 1.64152 -5.16949
C 0.81395 2.93927 -5.68476
C -0.73233 2.97095 -5.86065
H -2.30637 0.31915 -6.78555
H -0.16081 0.50502 -7.20077
H -2.09908 -1.00172 -5.64343
H -0.98647 2.51678 -6.83205
H -2.29803 3.12635 -4.34561
H -3.31546 1.14249 -4.96734
H -0.97725 4.04044 -5.95516
H 1.14382 3.76089 -5.00918
H 2.43231 1.61062 -5.10916
H 1.30375 3.16538 -6.65272
H -0.04759 -1.05635 -6.44855
H 1.07822 -0.40472 -4.60871
P -2.35435 0.26455 -3.10934
C -4.10307 0.40900 -2.65226
C -1.98801 -1.51963 -3.11034
P 2.75246 1.00268 -1.32011
C 1.15414 0.81603 -2.25370
C 3.41814 -0.36942 -2.38615
C 3.41258 2.39204 -2.35579
H -4.19684 1.03821 -1.75210
H -4.54328 -0.58554 -2.46290
H -4.72042 0.90300 -3.42702
H -1.48450 -1.88570 -4.01923
H -2.94715 -2.05526 -2.97197
H -1.30377 -1.73452 -2.26719
H 2.93549 2.39947 -3.33811
H 4.49918 2.26407 -2.48712
H 3.18901 3.33354 -1.83096
H 1.68911 0.90393 -3.26266
H 0.81969 -0.21980 -2.00940
H 4.19960 -0.96936 -1.89717
H 3.80084 0.10928 -3.29588
H 2.59271 -1.03018 -2.65269
Cl -0.40473 6.64750 4.29036
C -0.47171 5.65721 2.88362
C -1.68883 5.30281 2.28502
C -1.71583 4.51989 1.11310
C -0.51842 4.02798 0.56477
C 0.66616 4.29574 1.24706
C 0.71303 5.08386 2.40125
C -0.34764 2.96182 -0.54396
O -0.63946 3.21459 -1.80975
O 0.15303 1.89973 -0.13003
H -2.60144 5.67034 2.75247
H -2.65918 4.27192 0.63446
H 1.59083 3.84660 0.88757
H 1.65857 5.25766 2.90279
*
```

Löwdin analysis output, partial charges in e:
1. Al 0.34
2. C -0.12
3. C -0.12
4. C -0.14
5. C -0.13
6. C -0.13
7. C -0.01
8. H 0.08
9. H 0.08
10. H 0.12
11. C 0.01
12. H 0.10
13. H 0.08
14. H 0.11
15. C -0.01
16. H 0.11
17. H 0.08
18. H 0.08
19. C -0.02
20. H 0.12
21. H 0.07
22. H 0.08
23. C 0.00
24. H 0.11
25. H 0.09
26. H 0.08
27. C -0.26
28. C -0.45
29. C -0.20
30. C -0.17
31. C -0.12
32. C -0.15
33. C -0.18
34. C -0.19
35. H 0.12
36. H 0.12
37. H 0.09
38. H 0.11
39. H 0.11
40. H 0.10
41. H 0.12
42. H 0.13
43. H 0.13
44. H 0.14
45. H 0.13
46. H 0.11
47. P 0.96
48. C -0.24
49. C -0.25
50. P 0.87
51. C -0.41
52. C -0.30
53. C -0.29
54. H 0.04
55. H 0.05
56. H 0.06
57. H 0.05
58. H 0.05
59. H 0.01
60. H 0.00
61. H 0.05
62. H 0.04
63. H -0.05
64. H 0.02
65. H 0.03
66. H 0.04
67. H 0.01
68. Cl 0.69
69. C -0.68
70. C -0.09
71. C -0.02
72. C -0.12
73. C -0.04
74. C -0.09
75. C -0.48
76. O -0.04
77. O -0.05
78. H 0.11
79. H 0.11
80. H 0.12
81. H 0.11

=====

Entry 2:
This record from the Open Molecules 2025 dataset describes a structure of composition C30H45AsF6N7O8 in a non-equilibrium geometry. The level of theory is ωB97M-V with the def2-TZVPD basis set.

Highest occupied orbital energy (Eh): -0.3105
LUMO level (eV): 1.640
Kohn-Sham gap (eV): 10.0881

```
! wB97M-V def2-TZVPD RIJCOSX def2/J DEFGRID3
* xyz -1 1
As 0.44620 -0.52355 -0.40481
F -0.38100 1.03516 -0.11358
F -0.99220 -1.02203 -1.34126
F 1.30416 -2.03995 -0.71213
F 1.86231 0.08253 0.61174
F -0.28423 -1.25331 1.09759
F 1.12717 0.17960 -1.91570
O -1.53261 7.89781 -0.70790
C -1.71694 6.65540 -0.78595
O -2.89163 6.05477 -0.99124
C -2.78496 4.66875 -0.77044
C -1.39027 4.33141 -1.19099
C -0.62922 5.57619 -0.63447
H -3.54539 4.12219 -1.32823
H -2.99440 4.40610 0.26650
H -1.26360 4.20136 -2.26576
H -0.94207 3.45486 -0.72316
H 0.26784 5.85331 -1.18818
H -0.41368 5.48127 0.42978
O -1.19087 5.01310 -5.38263
C -0.87773 3.88336 -5.08060
O -1.75794 2.93022 -5.17071
C -1.24013 1.64611 -4.85210
C 0.01586 1.98959 -4.07269
C 0.40563 3.32423 -4.50801
H -1.17183 0.96470 -5.70011
H -1.97620 1.13115 -4.23476
H 0.82479 1.32896 -4.38462
H -0.11390 1.99607 -2.99046
H 1.11842 3.40314 -5.32887
H 0.84475 3.84875 -3.65940
O 5.69923 -1.22693 6.19267
C 4.76863 -0.75470 5.59655
O 4.39731 -1.18209 4.39664
C 3.08235 -0.60061 4.06884
C 2.60937 0.00478 5.34120
C 3.83677 0.30968 6.17749
H 2.33700 -1.33921 3.77385
H 3.26478 0.08890 3.24458
H 1.90361 -0.70132 5.77873
H 2.02661 0.91459 5.19717
H 3.63448 0.22837 7.24546
H 4.20412 1.31542 5.97344
O -1.31997 -7.83851 1.84376
C -0.96416 -6.71094 1.49445
O 0.31603 -6.25031 1.56535
C 0.44532 -4.97567 1.02742
C -0.78639 -4.83663 0.12056
C -1.83028 -5.51707 0.93102
H 1.36885 -4.92550 0.45065
H 0.50379 -4.16789 1.75692
H -0.54604 -5.20894 -0.87529
H -0.90852 -3.80554 -0.21116
H -2.66672 -5.91432 0.35599
H -2.08573 -4.85203 1.75598
C -2.01858 -2.48954 3.43573
C -3.35479 -3.07778 3.81852
N -4.40362 -3.45044 4.12611
H -2.35552 -1.58290 2.93316
H -1.48042 -3.09430 2.70583
H -1.47254 -2.27179 4.35362
C -0.24662 1.74202 3.28599
C -1.46294 2.26587 3.93017
N -2.41360 2.70908 4.43638
H -0.25501 0.65594 3.37794
H 0.66414 2.21447 3.65395
H -0.25436 1.92633 2.21171
C -3.49219 -3.90866 -2.19829
C -2.47340 -4.15089 -3.23231
N -1.64793 -4.36383 -4.02447
H -3.22770 -2.90042 -1.87955
H -3.47188 -4.61561 -1.36888
H -4.43758 -4.02766 -2.72760
C -3.65923 1.16866 -1.31285
C -3.95230 0.30709 -0.20229
N -4.21113 -0.34172 0.73183
H -2.68832 0.96729 -1.76549
H -3.76832 2.17064 -0.89785
H -4.50806 1.10539 -1.99371
C 4.36648 -1.39446 -0.18321
C 4.92082 -0.09103 0.18678
N 5.39665 0.92796 0.42279
H 5.09212 -2.00196 -0.72404
H 3.53887 -1.16629 -0.85484
H 3.97152 -1.83933 0.73014
C 2.61159 3.15063 -0.95598
C 2.07500 3.38822 0.36706
N 1.68677 3.58742 1.43076
H 3.07595 3.98508 -1.48149
H 1.76966 2.73683 -1.51099
H 3.35012 2.37089 -0.76977
C 0.72458 -2.23869 -3.95357
C 2.18068 -2.14865 -3.78214
N 3.32832 -2.01434 -3.60054
H 0.28016 -2.76787 -3.11062
H 0.52682 -2.87258 -4.81797
H 0.27857 -1.24414 -3.95953
*
```

Löwdin analysis output, partial charges in e:
1. As 0.95
2. F -0.28
3. F -0.29
4. F -0.26
5. F -0.29
6. F -0.29
7. F -0.28
8. O 0.06
9. C -0.42
10. O 0.05
11. C -0.19
12. C -0.14
13. C -0.05
14. H 0.11
15. H 0.14
16. H 0.10
17. H 0.09
18. H 0.12
19. H 0.12
20. O 0.11
21. C -0.52
22. O 0.05
23. C -0.13
24. C -0.19
25. C -0.10
26. H 0.13
27. H 0.11
28. H 0.12
29. H 0.09
30. H 0.14
31. H 0.12
32. O 0.10
33. C -0.51
34. O 0.05
35. C -0.13
36. C -0.19
37. C -0.06
38. H 0.12
39. H 0.12
40. H 0.12
41. H 0.10
42. H 0.12
43. H 0.13
44. O 0.09
45. C -0.39
46. O 0.03
47. C -0.18
48. C -0.19
49. C -0.06
50. H 0.13
51. H 0.12
52. H 0.12
53. H 0.10
54. H 0.11
55. H 0.10
56. C -0.06
57. C -0.27
58. N 0.11
59. H 0.06
60. H 0.04
61. H 0.08
62. C -0.09
63. C -0.27
64. N 0.11
65. H 0.07
66. H 0.06
67. H 0.04
68. C -0.04
69. C -0.26
70. N 0.14
71. H 0.08
72. H 0.07
73. H 0.09
74. C -0.06
75. C -0.28
76. N 0.14
77. H 0.06
78. H 0.06
79. H 0.09
80. C -0.07
81. C -0.29
82. N 0.12
83. H 0.09
84. H 0.03
85. H 0.08
86. C -0.05
87. C -0.28
88. N 0.16
89. H 0.09
90. H 0.05
91. H 0.06
92. C -0.09
93. C -0.27
94. N 0.12
95. H 0.04
96. H 0.07
97. H 0.06